#i
ORCA calculation (the ωB97M-V functional and the def2-TZVPD basis) on a 2-piece molecular cluster, C2H9NS overall.

Geometry as ORCA input:
```
! RIJCOSX wB97M-V def2-TZVPD def2/J DEFGRID3
* xyz 0 1
C 0.965 1.742 0.530
C -0.501 1.471 0.793
S -0.984 -0.183 -0.088
H 1.150 2.174 -0.451
H 1.495 0.793 0.550
H 1.375 2.388 1.308
H -1.236 2.110 0.310
H -0.865 1.215 1.780
N 1.144 -2.402 -1.026
H -0.059 -1.232 0.053
H 1.618 -1.856 -0.311
H 0.333 -2.792 -0.536
H 0.600 -1.711 -1.547
*
```

Computed properties:
- highest occupied orbital energy (eV) = -9.0
- lowest unoccupied orbital energy (hartree) = 0.0333
- SMILES = CCS.N

#ii
ORCA calculation (the ωB97M-V functional and the def2-TZVPD basis) on a 3-piece molecular cluster, C2H9NS overall.

Geometry as ORCA input:
```
! RIJCOSX wB97M-V def2-TZVPD def2/J DEFGRID3
* xyz 0 1
N 0.426 -1.961 -1.767
H 1.107 -2.231 -2.424
H -2.406 2.548 -1.416
H 0.884 -1.569 -0.963
H -0.261 -2.665 -1.534
C 0.098 0.809 0.708
C 0.586 0.012 1.897
S -1.229 0.298 1.820
H -1.785 2.779 -1.116
H 0.096 0.382 -0.284
H 0.277 1.873 0.723
H 1.101 -0.928 1.760
H 1.107 0.653 2.597
*
```

Computed properties:
- highest occupied orbital energy (eV) = -8.9
- lowest unoccupied orbital energy (hartree) = 0.0362
- SMILES = [H][H].C1CS1.N

Which of them is the least stable? Correct choice: #ii.